Record 1
70
Properties=species:S:1:pos:R:3 method="wB97M-V/def2-TZVPD" e_lumo_ev="-0.91 / -1.59" multiplicity=4 homo_ev="-8.180 / -8.410" s_squared=3.770
Tc -0.746 -0.554 0.308
C -2.886 1.696 3.854
C -3.087 2.313 2.507
N -3.848 3.369 2.398
C -4.014 3.945 1.188
C -3.433 3.483 0.039
C -3.693 4.198 -1.260
O -4.336 3.370 -2.226
C -2.604 2.329 0.120
C -1.974 1.855 -1.082
N -1.144 0.870 -1.226
C -0.879 0.522 -2.597
C -1.933 -0.020 -3.326
C -1.751 -0.440 -4.631
C -0.502 -0.316 -5.222
C 0.545 0.244 -4.510
C 0.364 0.666 -3.197
I 1.977 1.566 -2.240
C -2.418 1.734 1.375
O -1.667 0.698 1.599
H -3.570 2.155 4.563
H -1.859 1.853 4.188
H -3.037 0.616 3.826
H -4.648 4.823 1.167
H -2.764 4.529 -1.728
H -4.285 5.094 -1.057
H -5.227 3.186 -1.913
H -2.246 2.382 -1.993
H -2.893 -0.134 -2.839
H -2.580 -0.866 -5.178
H -0.340 -0.645 -6.239
H 1.514 0.364 -4.973
O -1.046 -3.816 2.789
C -1.026 -3.197 1.750
O -0.746 -1.910 1.724
C -1.410 -3.882 0.458
C -2.258 -4.980 0.598
C -2.713 -5.686 -0.502
C -2.297 -5.306 -1.772
C -1.442 -4.229 -1.926
C -0.993 -3.501 -0.823
S 0.125 -2.169 -1.152
H -2.538 -5.271 1.602
H -3.373 -6.533 -0.370
H -2.633 -5.853 -2.643
H -1.109 -3.931 -2.912
Br -0.876 6.138 3.499
C -0.106 4.493 2.964
C -0.041 4.184 1.616
C 0.484 2.960 1.231
C 0.959 2.067 2.180
C 0.932 2.415 3.526
C 0.381 3.622 3.927
C 1.571 0.753 1.795
O 2.582 0.361 2.316
O 0.995 0.085 0.796
H -0.407 4.886 0.879
H 0.531 2.699 0.182
H 1.334 1.727 4.257
H 0.330 3.886 4.974
C -4.812 -2.129 -0.559
C -3.702 -1.607 0.290
C -3.869 -1.635 1.770
O -2.680 -1.214 -0.273
H -5.784 -1.841 -0.162
H -4.749 -3.222 -0.522
H -4.693 -1.809 -1.591
H -4.718 -0.999 2.033
H -2.975 -1.308 2.288
H -4.129 -2.653 2.071


Record 2
9
Properties=species:S:1:pos:R:3 method="wB97M-V/def2-TZVPD" e_lumo_ev=1.16 homo_ev=-9.114
N 0.896 0.575 1.356
C 0.193 0.072 0.295
N -0.282 -1.227 0.316
N -0.964 -1.354 -0.756
N -0.869 -0.233 -1.404
N -0.094 0.708 -0.805
H 0.924 0.078 2.214
H 1.288 1.500 1.200
H -1.094 -0.120 -2.414


Record 3
10
Properties=species:S:1:pos:R:3 method="wB97M-V/def2-TZVPD" e_lumo_ev=-4.75 homo_ev=-16.200 total_charge=+1
O -2.023 -0.623 -0.678
H 1.884 -1.318 -0.664
H -2.527 0.133 -0.470
H -2.634 -1.324 -0.818
C 1.165 0.782 0.782
S 0.993 -0.243 -0.731
H 2.219 0.572 1.263
H 0.942 1.804 0.483
H 0.439 0.409 1.518
H -0.458 -0.193 -0.686


Values of energy above the lowest of the compared OMol25 structures with the same formula, charge and spin, in order: 0.0, 12.5, 111.8, all in kJ/mol.